This record from OMol25 describes C8H14O5S as an isolated structure at a distorted geometry. The level of theory is ωB97M-V/def2-TZVPD.

electronic energy = -1087.47184 hartree
LUMO = -0.0227 Eh
E_HOMO = -8.60 eV
energy above the lowest of the compared OMol25 structures with the same formula, charge and spin = 74.7 kcal per mole

Structure (ORCA input):
```
! RIJCOSX wB97M-V def2-TZVPD def2/J DEFGRID3
* xyz 0 1
C 1.853 1.537 0.084
C -1.635 0.343 0.060
C 3.642 -0.139 0.118
C -3.790 1.580 -0.010
C -0.547 -3.254 0.106
C 3.259 1.273 0.526
C -2.642 1.102 -0.813
C 0.784 0.588 0.608
O 1.567 2.378 -0.755
O -1.782 -0.695 0.638
O -0.284 -1.209 -1.718
O -0.485 1.111 0.145
O 0.635 -2.540 0.264
S 0.877 -1.309 -0.858
H 2.956 -1.056 0.527
H 4.555 -0.208 0.614
H 3.657 -0.209 -1.047
H -4.686 1.978 -0.600
H -4.219 0.767 0.658
H -3.661 2.551 0.590
H -1.381 -2.565 -0.138
H -0.938 -3.799 1.084
H -0.534 -4.047 -0.703
H 3.182 1.370 1.675
H 3.767 2.197 0.086
H -2.928 0.367 -1.467
H -2.007 1.921 -1.285
H 0.783 -0.032 1.610
*
```

Here are the Löwdin charges for atoms 1 to 4, given in e: C -0.45; C -0.48; C -0.13; C -0.12

***

This record from OMol25 describes an isolated molecule of C17H21N3O5S at a distorted geometry. The level of theory is ωB97M-V/def2-TZVPD.

electronic energy = -1599.01433 hartree
LUMO = 0.0032 Eh
E_HOMO = -9.29 eV
energy above the lowest of the compared OMol25 structures with the same formula, charge and spin = 85.1 kcal per mole

Structure (ORCA input):
```
! RIJCOSX wB97M-V def2-TZVPD def2/J DEFGRID3
* xyz 0 1
C -9.382 -0.574 0.068
C -8.028 0.028 0.094
C -6.779 -0.523 0.071
C -5.921 0.605 0.130
N -6.615 1.720 0.182
O -7.924 1.366 0.160
N -4.544 0.659 0.132
C -3.702 -0.419 0.126
O -4.085 -1.567 0.131
C -2.253 -0.055 0.127
C -1.759 1.074 -0.522
C -0.400 1.339 -0.503
C 0.456 0.484 0.164
C -0.019 -0.646 0.802
C -1.373 -0.920 0.776
H -1.775 -1.801 1.254
H 0.679 -1.291 1.311
S 2.225 0.815 0.192
O 2.430 2.057 -0.491
O 2.664 0.671 1.550
N 2.720 -0.536 -0.681
C 2.670 -0.308 -2.107
H 2.895 -1.239 -2.627
H 1.657 0.006 -2.355
H 3.367 0.474 -2.417
C 3.873 -1.227 -0.156
H 3.737 -1.230 0.926
H 3.874 -2.255 -0.529
C 5.203 -0.527 -0.504
C 6.360 -0.978 0.412
H 7.124 -1.520 -0.143
C 6.889 0.336 0.997
H 7.230 0.234 2.024
C 5.670 1.250 0.874
H 5.915 2.309 0.794
H 4.972 1.101 1.707
O 5.059 0.871 -0.345
H 7.706 0.722 0.386
H 5.981 -1.626 1.202
H 5.432 -0.699 -1.563
H 0.016 2.205 -0.995
H -2.420 1.732 -1.067
H -4.166 1.593 0.197
H -6.489 -1.549 0.022
H -9.308 -1.635 -0.153
H -9.868 -0.443 1.034
H -9.994 -0.083 -0.686
*
```

Here are the Löwdin charges for atoms 1 to 4, given in e: C 0.00; C -0.31; C 0.06; C -0.30

***

This record from OMol25 describes a 2-piece molecular cluster, C3H6FNO overall at a distorted geometry. The level of theory is ωB97M-V/def2-TZVPD.

electronic energy = -347.59799 hartree
LUMO = 0.0290 Eh
E_HOMO = -7.94 eV
energy above the lowest of the compared OMol25 structures with the same formula, charge and spin = 119.3 kcal per mole

Structure (ORCA input):
```
! RIJCOSX wB97M-V def2-TZVPD def2/J DEFGRID3
* xyz 0 1
C -0.148 -0.663 -0.076
C 1.922 0.683 0.365
C -2.195 0.318 -0.684
N -0.163 -1.813 0.333
O 0.688 0.296 -0.367
F -2.946 0.546 0.415
H 1.953 -0.133 1.046
H 1.636 1.662 0.774
H 2.758 0.820 -0.263
H -2.483 -0.660 -1.140
H -1.663 1.159 -1.218
H 0.641 -2.215 0.814
*
```

Here are the Löwdin charges for atoms 1 to 4, given in e: C -0.36; C 0.02; C -0.04; N 0.12

***

This record from OMol25 describes an isolated molecule of ClNO4S at a distorted geometry. The level of theory is ωB97M-V/def2-TZVPD.

electronic energy = -1213.90566 hartree
LUMO (spin up / spin down) = -0.1105 / -0.1105 Eh
E_HOMO (spin up / spin down) = -11.31 / -11.31 eV
energy above the lowest of the compared OMol25 structures with the same formula, charge and spin = 39.1 kcal per mole

Structure (ORCA input):
```
! RIJCOSX wB97M-V def2-TZVPD def2/J DEFGRID3
* xyz 0 1
N 0.491 -0.904 -0.733
O 0.496 -1.976 -0.268
O 0.552 -0.347 -1.727
O 0.911 1.224 1.473
O -1.145 -0.260 1.462
S -0.092 0.411 0.749
Cl -1.212 1.852 -0.956
*
```

Here are the Löwdin charges for atoms 1 to 4, given in e: N -0.41; O 0.17; O 0.13; O -0.34

***

This record from OMol25 describes a 2-piece molecular cluster, C4H12 overall at a distorted geometry. The level of theory is ωB97M-V/def2-TZVPD.

electronic energy = -159.55527 hartree
LUMO = 0.0430 Eh
E_HOMO = -11.14 eV
energy above the lowest of the compared OMol25 structures with the same formula, charge and spin = 18.6 kcal per mole

Structure (ORCA input):
```
! RIJCOSX wB97M-V def2-TZVPD def2/J DEFGRID3
* xyz 0 1
C 1.236 2.226 -1.244
C 1.049 0.997 -0.393
H 1.673 2.086 -2.237
H 0.392 2.910 -1.364
H 1.995 2.845 -0.772
H 2.040 0.520 -0.279
H 0.883 1.213 0.658
H 0.423 0.249 -0.861
C -1.298 -1.528 0.024
C -1.047 -1.677 1.541
H -1.908 -0.636 -0.129
H -0.462 -1.824 -0.583
H -2.194 -2.165 -0.132
H -0.417 -0.850 1.845
H -0.403 -2.519 1.825
H -1.961 -1.846 2.101
*
```

Here are the Löwdin charges for atoms 1 to 4, given in e: C -0.18; C -0.17; H 0.06; H 0.06